The following is a quantum chemistry calculation of a molecular structure, C3F9KO9S3, from the Open Molecules 2025 dataset.

relative energy (zero: lowest compared OMol25 entry of this formula, charge and spin) = 189.0 kJ/mol
net charge = -2
maximum force = 0.0748 hartree/bohr
gap between HOMO and LUMO = 0.264 hartree
highest occupied orbital energy = -3.45 eV

CARTESIAN COORDINATES (ANGSTROEM)
K -1.99852 0.41732 2.07524
C 2.27525 -2.70333 2.30868
F 2.95558 -3.83189 2.63164
F 3.06603 -1.61113 2.45179
F 1.91454 -2.72418 1.02886
S 0.71803 -2.47445 3.41906
O 1.23177 -2.18684 4.73088
O -0.02075 -1.31919 2.90772
O -0.08022 -3.67205 3.32271
C 0.23193 -0.69903 -2.03646
F 1.17857 -0.92686 -1.11585
F 0.03915 0.59964 -2.03027
F 0.58277 -1.10334 -3.21960
S -1.37515 -1.64296 -1.51061
O -1.83040 -1.04919 -0.21192
O -2.38551 -1.41961 -2.55130
O -0.94980 -3.03626 -1.39929
C 0.14302 3.93789 -1.73166
F 1.07886 4.10442 -0.75445
F -0.10720 5.02562 -2.42295
F 0.53495 3.00586 -2.54747
S -1.55047 3.41391 -0.93940
O -2.09271 4.59537 -0.26523
O -2.27561 2.99733 -2.15507
O -1.28412 2.30284 0.01484

Atomic partial charges in e from the natural (NBO) method, atoms 1 to 4:
1. K 0.98
2. C 0.72
3. F -0.34
4. F -0.34

The following is a quantum chemistry calculation of a molecular structure, C3FeO4, from the Open Molecules 2025 dataset.

2S+1 = 6
net charge = -1
maximum force = 0.0540 hartree/bohr
gap between HOMO and LUMO (spin up / spin down) = 0.215 / 0.199 hartree
highest occupied orbital energy (spin up / spin down) = -2.64 / -2.50 eV

CARTESIAN COORDINATES (ANGSTROEM)
C -1.03931 1.24723 -0.49561
C -0.14740 1.81713 -1.13969
O 0.92832 2.39690 -1.68754
O 2.29026 1.91226 0.75319
Fe 0.77654 3.62996 -0.22848
O 3.78227 0.96739 -0.76739
C 3.00800 1.39608 -0.02643
O -1.73132 0.49114 0.26454

Atomic partial charges in e from the natural (NBO) method, atoms 1 to 4:
1. C 0.30
2. C -0.20
3. O -0.90
4. O -0.56

The following is a quantum chemistry calculation of 2 unconnected molecules or ions with the total composition C3H10BFN4O, from the Open Molecules 2025 dataset.

relative energy (zero: lowest compared OMol25 entry of this formula, charge and spin) = 75.2 kJ/mol
maximum force = 0.0927 hartree/bohr
gap between HOMO and LUMO = 0.239 hartree
highest occupied orbital energy = -7.24 eV

CARTESIAN COORDINATES (ANGSTROEM)
N 2.51989 -1.06207 -0.35072
B 1.64610 0.12904 -0.12344
O 2.22231 1.44102 -0.26550
N 0.23081 0.06028 0.28025
C -0.62544 1.29348 0.18555
C -2.04451 0.55809 0.21842
N -1.72045 -0.62654 -0.64812
C -0.49454 -1.11113 -0.03354
N -0.21620 -2.36955 0.19461
H 3.20342 -1.09368 0.41423
H 3.08243 -0.93231 -1.19544
H 2.36044 1.79001 0.62828
H -0.44786 1.79464 -0.80056
H -0.46116 1.94191 1.08041
H -2.94474 1.14088 -0.07252
H -2.07188 0.13616 1.25951
H -1.63621 -0.39407 -1.63880
H -0.60454 -3.12544 -0.36401
H 0.35238 -2.60288 1.00605
F -2.35025 3.03215 0.22534

Atomic partial charges in e from the natural (NBO) method, atoms 1 to 4:
1. N -1.16
2. B 1.20
3. O -0.92
4. N -0.69

The following is a quantum chemistry calculation of a gas-phase ion, C3H10BIOP (charge -1), from the Open Molecules 2025 dataset.

relative energy (zero: lowest compared OMol25 entry of this formula, charge and spin) = 0.0 kJ/mol
net charge = -1
maximum force = 0.0033 hartree/bohr
gap between HOMO and LUMO = 0.268 hartree
highest occupied orbital energy = -4.57 eV

CARTESIAN COORDINATES (ANGSTROEM)
O -0.81675 3.15404 0.21376
P -1.50998 1.87857 0.61429
B -0.54298 0.45558 1.48322
C 0.66838 -0.11026 0.54963
C 0.20266 -0.85522 -0.69855
C 1.29290 -1.67183 -1.38683
I 2.32210 -0.61623 -2.95253
H -2.66492 2.13296 1.41730
H -2.24924 1.34724 -0.49350
H -0.13461 0.98194 2.50887
H -1.36297 -0.41936 1.75783
H 1.28653 -0.79513 1.14702
H 1.32693 0.71378 0.24713
H -0.23595 -0.14723 -1.40638
H -0.60451 -1.54871 -0.43422
H 2.08854 -1.92776 -0.69109
H 0.93386 -2.57239 -1.87594

Atomic partial charges in e from the natural (NBO) method, atoms 1 to 4:
1. O -1.16
2. P 1.34
3. B -0.51
4. C -0.62

The following is a quantum chemistry calculation of a molecular structure, C3H10ClN2NiO4, from the Open Molecules 2025 dataset.

net charge = +1
maximum force = 0.0069 hartree/bohr
gap between HOMO and LUMO = 0.385 hartree
highest occupied orbital energy = -15.14 eV

CARTESIAN COORDINATES (ANGSTROEM)
Ni 0.62868 0.62871 0.65472
O 2.93457 2.93467 1.77051
Cl 2.43357 2.43359 0.56130
O 2.99134 2.99119 -0.59476
O 2.54459 0.92439 0.53945
O 0.92439 2.54469 0.53928
N -1.32159 0.69595 0.54553
C -1.77679 0.03683 -0.71166
C -1.44830 -1.44829 -0.70295
C 0.03681 -1.77681 -0.71168
N 0.69596 -1.32164 0.54551
H -1.81102 0.29088 1.34000
H -1.56536 1.68509 0.53192
H -1.28244 0.53977 -1.54424
H -2.85139 0.17720 -0.82971
H -1.89789 -1.89786 -1.58866
H -1.92801 -1.92799 0.15762
H 0.53974 -1.28248 -1.54426
H 0.17714 -2.85142 -0.82974
H 1.68509 -1.56540 0.53187
H 0.29091 -1.81109 1.33997

Atomic partial charges in e from the natural (NBO) method, atoms 1 to 4:
1. Ni 1.16
2. O -0.71
3. Cl 2.51
4. O -0.70

The following is a quantum chemistry calculation of a molecular structure, C3H10ClN2O2S, from the Open Molecules 2025 dataset.

2S+1 = 3
net charge = +1
maximum force = 0.1630 hartree/bohr
gap between HOMO and LUMO (spin up / spin down) = 0.103 / 0.150 hartree
highest occupied orbital energy (spin up / spin down) = -7.70 / -13.41 eV

CARTESIAN COORDINATES (ANGSTROEM)
C -2.94772 -1.25374 1.00052
C 3.01521 0.10967 0.58840
C 2.79548 1.14185 -0.42161
N -0.95133 0.56114 -0.01464
N 1.70100 1.68836 -0.92136
O -2.56014 -0.96406 -1.47559
O -0.64877 -1.84385 -0.22132
S -1.63902 -0.81848 -0.13131
Cl -1.89962 1.87465 0.34617
H -3.76196 -0.72636 0.62503
H -2.93827 -2.29920 0.99098
H -2.75705 -0.99657 2.04903
H 3.13333 0.70758 1.46763
H 1.96496 -0.39847 0.76927
H 3.72410 1.57365 -0.74748
H 3.91988 -0.37930 0.41882
H 1.60035 2.45601 -1.53197
H -2.57188 -1.66810 -2.17736
H 0.82144 1.23521 -0.61320

Atomic partial charges in e from the natural (NBO) method, atoms 1 to 4:
1. C -0.82
2. C -0.64
3. C -0.07
4. N -0.63

The following is a quantum chemistry calculation of a gas-phase ion, C3H10ClN2OS (charge +1), from the Open Molecules 2025 dataset.

relative energy (zero: lowest compared OMol25 entry of this formula, charge and spin) = 241.7 kJ/mol
structure (SMILES) = CO[C@@H]([NH3+])S[C@@H](N)Cl
net charge = +1
maximum force = 0.1095 hartree/bohr
gap between HOMO and LUMO = 0.382 hartree
highest occupied orbital energy = -14.26 eV

CARTESIAN COORDINATES (ANGSTROEM)
C -1.12281 -2.81976 0.69107
O -0.82364 -1.52682 1.25794
C -0.63188 -0.20861 0.12158
N -0.11438 0.72364 1.24613
S 0.70313 -0.47870 -1.03719
C 0.79524 1.31806 -1.68596
N 1.20236 2.07390 -0.58059
Cl 2.24487 1.27445 -2.87156
H -0.37197 -3.03072 -0.00355
H -2.25057 -2.87670 0.28019
H -1.10103 -3.47163 1.60559
H -1.75808 -0.17075 -0.19117
H -0.75909 1.28368 1.90523
H 0.18212 0.05166 1.97318
H 0.45819 1.39594 0.63367
H -0.02797 1.70025 -2.20176
H 2.22782 1.74425 -0.38310
H 1.14768 3.01786 -0.75970

Atomic partial charges in e from the natural (NBO) method, atoms 1 to 4:
1. C -0.26
2. O -0.57
3. C 0.02
4. N -0.81

The following is a quantum chemistry calculation of a gas-phase ion, C3H10FNP (charge +1), from the Open Molecules 2025 dataset.

relative energy (zero: lowest compared OMol25 entry of this formula, charge and spin) = 79.5 kJ/mol
net charge = +1
maximum force = 0.0929 hartree/bohr
gap between HOMO and LUMO = 0.387 hartree
highest occupied orbital energy = -14.12 eV

CARTESIAN COORDINATES (ANGSTROEM)
C -0.00227 1.62703 -0.72326
C 2.28680 -0.51012 -0.02600
C -0.96761 -1.07486 0.21162
N -2.21106 -0.36297 0.28643
F 0.15708 0.93572 1.86725
P 0.32411 0.29361 0.42621
H -0.21978 2.58796 -0.13448
H 1.05344 1.79767 -1.19903
H 2.15423 -0.89398 -1.00867
H 3.01361 0.31017 -0.10032
H 2.56281 -1.07594 0.97485
H -0.77134 -1.71004 1.18531
H -0.91487 -1.68868 -0.65194
H -2.93030 -0.77943 0.79001
H -0.89915 1.38428 -1.32898
H -2.58355 -0.06892 -0.66013

Atomic partial charges in e from the natural (NBO) method, atoms 1 to 4:
1. C -1.05
2. C -0.78
3. C -0.52
4. N -0.86

The following is a quantum chemistry calculation of 2 unconnected molecules or ions with the total composition C3H10IN2, from the Open Molecules 2025 dataset.

relative energy (zero: lowest compared OMol25 entry of this formula, charge and spin) = 118.1 kJ/mol
net charge = +1
maximum force = 0.0705 hartree/bohr
gap between HOMO and LUMO = 0.380 hartree
highest occupied orbital energy = -14.21 eV

CARTESIAN COORDINATES (ANGSTROEM)
C 0.61285 0.01354 2.03036
C 0.69859 0.42735 0.59695
C -0.45635 -0.16161 -0.10217
N -0.72283 -1.37057 -0.41100
N -0.20730 0.50418 -2.13791
I -2.13788 1.00307 0.32852
H 0.37141 -1.02775 2.06821
H 1.68683 0.07578 2.46148
H -0.00634 0.68458 2.67725
H 1.62378 0.06640 0.05926
H 0.83164 1.50308 0.55754
H -1.76523 -1.44056 -0.51164
H 0.03376 -2.01216 -0.64476
H -1.02792 1.11042 -2.18545
H -0.17374 -0.41655 -2.62936
H 0.63872 1.04080 -2.15730

Atomic partial charges in e from the natural (NBO) method, atoms 1 to 4:
1. C -0.62
2. C -0.54
3. C 0.36
4. N -0.80

The following is a quantum chemistry calculation of 2 unconnected molecules or ions with the total composition C3H10N, from the Open Molecules 2025 dataset.

relative energy (zero: lowest compared OMol25 entry of this formula, charge and spin) = 372.3 kJ/mol
net charge = +1
maximum force = 0.0642 hartree/bohr
gap between HOMO and LUMO = 0.327 hartree
highest occupied orbital energy = -16.06 eV

CARTESIAN COORDINATES (ANGSTROEM)
C -1.59897 1.26478 -0.32182
H -1.66358 0.56256 0.51423
H -2.38148 1.99618 -0.06898
H -1.70489 0.92418 -1.35323
H -0.66340 1.79882 -0.14444
C 0.72750 -1.15377 1.16462
C 1.08737 -0.57680 -1.18627
N 1.09457 -0.21860 0.05953
H 1.46729 -0.96406 1.94055
H 0.49639 -2.15894 0.87335
H -0.19506 -0.77331 1.62029
H 1.97407 -0.57993 -1.85199
H 0.14461 -0.83638 -1.69262
H 1.21558 0.71527 0.44677

Atomic partial charges in e from the natural (NBO) method, atoms 1 to 4:
1. C -0.87
2. H 0.21
3. H 0.26
4. H 0.22

The following is a quantum chemistry calculation of 2 unconnected molecules or ions with the total composition C3H10N2, from the Open Molecules 2025 dataset.

relative energy (zero: lowest compared OMol25 entry of this formula, charge and spin) = 144.8 kJ/mol
structure (SMILES) = C=N.CNC
maximum force = 0.0184 hartree/bohr
gap between HOMO and LUMO = 0.358 hartree
highest occupied orbital energy = -8.64 eV

CARTESIAN COORDINATES (ANGSTROEM)
C 2.73855 1.23788 0.12193
N 1.82615 2.09333 0.30829
H 2.55685 0.45427 -0.61074
H 3.67376 1.18312 0.68811
H 2.12851 2.78222 0.99920
C -1.14621 -0.07332 -1.13470
N -1.76497 -1.21106 -0.46309
C -1.19528 -1.42043 0.87151
H -1.69616 0.13024 -2.05250
H -0.18295 -0.44356 -1.47862
H -1.06343 0.80555 -0.49408
H -2.75718 -1.03206 -0.36776
H -0.10956 -1.42771 0.82523
H -1.52626 -0.66676 1.57357
H -1.48184 -2.41170 1.21365

Atomic partial charges in e from the natural (NBO) method, atoms 1 to 4:
1. C -0.05
2. N -0.59
3. H 0.16
4. H 0.15

The following is a quantum chemistry calculation of C3H10N2 in the gas phase, from the Open Molecules 2025 dataset.

relative energy (zero: lowest compared OMol25 entry of this formula, charge and spin) = 116.0 kJ/mol
structure (SMILES) = CCNCN
maximum force = 0.0723 hartree/bohr
gap between HOMO and LUMO = 0.371 hartree
highest occupied orbital energy = -8.93 eV

CARTESIAN COORDINATES (ANGSTROEM)
C -1.51476 -0.57257 -1.65835
C -0.19621 -0.12658 -1.05508
N -0.04127 -0.09674 0.39267
C 1.25752 0.39383 1.02946
N 1.20422 0.32351 2.48221
H -1.87583 -1.59225 -1.53129
H -2.39417 0.14291 -1.29275
H -1.48776 -0.40423 -2.75489
H -0.10717 0.97286 -1.48490
H 0.66550 -0.56383 -1.62124
H -0.68690 0.57451 0.81821
H 2.04792 -0.22825 0.60181
H 1.44558 1.45150 0.76874
H 1.49670 -0.63011 2.73924
H 0.18665 0.35543 2.56615

Atomic partial charges in e from the natural (NBO) method, atoms 1 to 4:
1. C -0.61
2. C -0.22
3. N -0.65
4. C -0.05

The following is a quantum chemistry calculation of C3H10N2 in the gas phase, from the Open Molecules 2025 dataset.

relative energy (zero: lowest compared OMol25 entry of this formula, charge and spin) = 174.3 kJ/mol
structure (SMILES) = CCNCN
maximum force = 0.0737 hartree/bohr
gap between HOMO and LUMO = 0.353 hartree
highest occupied orbital energy = -8.42 eV

CARTESIAN COORDINATES (ANGSTROEM)
C 0.92720 1.94102 1.11025
C -0.11660 0.99187 0.52052
N 0.37505 -0.14739 -0.43113
C -0.23110 -1.50193 -0.34558
N -1.41315 -1.63330 -1.38932
H 1.47309 2.36722 0.26292
H 1.69664 1.59998 1.74950
H 0.44660 2.75429 1.59135
H -0.37173 0.53482 1.50349
H -0.90080 1.51619 -0.01646
H 1.19727 -0.15852 -1.11449
H -0.65941 -1.71423 0.60395
H 0.47131 -2.37918 -0.61668
H -1.97732 -2.39221 -1.14878
H -0.91704 -1.77862 -2.27954

Atomic partial charges in e from the natural (NBO) method, atoms 1 to 4:
1. C -0.62
2. C -0.20
3. N -0.71
4. C -0.04

The following is a quantum chemistry calculation of 2 unconnected molecules or ions with the total composition C3H10N2, from the Open Molecules 2025 dataset.

relative energy (zero: lowest compared OMol25 entry of this formula, charge and spin) = 135.3 kJ/mol
structure (SMILES) = [H]/N=C/N.CC
maximum force = 0.0904 hartree/bohr
gap between HOMO and LUMO = 0.406 hartree
highest occupied orbital energy = -9.78 eV

CARTESIAN COORDINATES (ANGSTROEM)
H -1.77524 -4.28644 -5.55826
N -1.57211 -3.31860 -5.45922
C -1.13015 -3.10856 -4.28823
N -0.75633 -1.77908 -3.88113
H -0.96531 -3.79589 -3.40322
H 0.14422 -1.46499 -4.21380
H -1.38780 -0.99247 -4.03939
C 1.49646 2.03215 4.14379
C 0.31824 2.73717 3.61169
H 1.50247 0.93478 4.18336
H 1.83095 2.23377 5.16430
H 2.39613 2.14315 3.52653
H -0.68454 2.56103 4.17955
H 0.50773 3.72504 3.46627
H 0.07528 2.37893 2.56776

Atomic partial charges in e from the natural (NBO) method, atoms 1 to 4:
1. H 0.33
2. N -0.61
3. C 0.28
4. N -0.92

The following is a quantum chemistry calculation of C3H10N2 in the gas phase, from the Open Molecules 2025 dataset.

relative energy (zero: lowest compared OMol25 entry of this formula, charge and spin) = 69.9 kJ/mol
structure (SMILES) = NCCCN
maximum force = 0.0404 hartree/bohr
gap between HOMO and LUMO = 0.369 hartree
highest occupied orbital energy = -8.93 eV

CARTESIAN COORDINATES (ANGSTROEM)
N 1.45188 -1.53625 -0.25999
C 1.33756 -0.16776 -0.77393
C -0.01208 0.56738 -0.46864
C -0.86350 0.14037 0.71785
N -1.96248 1.10597 0.81045
H 1.99791 -2.09712 -0.88736
H 1.86572 -1.52571 0.65301
H 2.13183 0.47357 -0.38364
H 1.42975 -0.22322 -1.85514
H -0.53569 0.29659 -1.39512
H 0.06043 1.64862 -0.35943
H -1.27673 -0.88210 0.75339
H -0.25802 0.11930 1.63243
H -2.81869 0.74148 1.19185
H -2.20993 1.43221 -0.11005

Atomic partial charges in e from the natural (NBO) method, atoms 1 to 4:
1. N -0.84
2. C -0.21
3. C -0.42
4. C -0.21